Density functional theory data (ωB97M-V/def2-TZVPD) for a structure of composition C53H43BBr2GeN5O7Ti in a non-equilibrium geometry.

XYZ file:
```
113
Properties=species:S:1:pos:R:3:mulliken_spin:R:1
Ti -0.115 -0.034 -0.430 0.618
C 2.569 -0.983 5.984 0.001
C 2.992 -1.101 4.518 -0.005
C 3.503 0.205 3.958 0.008
C 4.742 0.637 4.412 0.005
C 5.304 1.814 3.966 -0.004
C 4.651 2.550 2.992 -0.003
C 3.446 2.124 2.465 -0.005
C 2.751 2.882 1.371 0.020
C 3.651 3.720 0.470 0.011
C 2.819 0.970 2.988 0.009
N 1.626 0.570 2.432 0.009
C 0.645 0.135 3.137 0.008
C -0.484 -0.560 2.634 -0.004
C -1.410 -1.243 3.439 0.002
C -2.292 -1.881 2.578 -0.003
C -1.873 -1.563 1.289 0.000
N -0.781 -0.784 1.309 -0.004
H 2.245 -1.947 6.374 0.000
H 1.748 -0.278 6.095 0.000
H 3.397 -0.628 6.595 0.000
H 2.151 -1.460 3.927 0.007
H 3.794 -1.843 4.451 -0.001
H 5.273 0.033 5.136 0.001
H 6.251 2.154 4.360 0.000
H 5.098 3.465 2.632 0.000
H 1.992 3.531 1.814 0.002
H 2.207 2.153 0.759 -0.002
H 4.066 4.581 0.992 0.000
H 3.066 4.095 -0.367 0.000
H 4.471 3.122 0.081 -0.004
H 0.635 0.275 4.229 -0.001
H -1.406 -1.278 4.513 0.000
H -3.139 -2.493 2.835 0.000
H -2.325 -1.863 0.353 0.002
O -4.287 0.492 -4.723 0.000
C -3.247 0.190 -5.466 -0.002
O -3.295 0.213 -6.685 0.007
C -2.001 -0.205 -4.774 0.035
C -0.846 -0.573 -5.425 0.085
N 0.075 -0.972 -4.515 0.195
N -0.433 -0.799 -3.235 0.178
C -1.733 -0.320 -3.378 0.175
C -2.504 -0.051 -2.196 0.195
O -3.756 0.105 -2.270 0.128
O -1.840 0.035 -1.089 0.045
H -4.124 0.346 -3.698 0.003
H -0.637 -0.580 -6.475 0.010
H 1.070 -1.075 -4.636 -0.008
Br 2.574 2.397 -3.813 0.005
C 3.185 1.278 -2.404 0.043
C 4.536 1.022 -2.268 -0.001
C 4.954 0.129 -1.297 0.028
Br 6.824 -0.207 -1.153 0.004
C 4.064 -0.564 -0.457 -0.121
C 4.396 -1.538 0.499 0.478
C 3.351 -2.191 1.160 -0.108
C 2.040 -1.865 0.911 0.315
N 1.681 -0.872 0.064 0.073
C 2.688 -0.262 -0.622 0.000
C 2.229 0.676 -1.576 0.106
O 0.938 0.890 -1.636 -0.006
H 5.253 1.510 -2.910 0.002
H 5.427 -1.801 0.696 0.030
H 3.573 -2.956 1.890 0.009
H 1.226 -2.390 1.401 0.006
C -5.019 3.743 -1.528 0.002
C -4.041 3.132 -2.290 -0.001
C -2.829 2.806 -1.716 0.038
C -2.555 3.051 -0.375 0.018
C -3.541 3.697 0.362 0.005
C -4.759 4.038 -0.201 -0.001
Ge -0.752 2.476 0.381 -0.017
C -1.245 2.879 2.324 -0.001
C -2.232 2.033 2.831 0.003
C -2.683 2.130 4.133 -0.002
C -2.149 3.087 4.982 0.002
C -1.166 3.937 4.505 -0.002
C -0.722 3.823 3.197 -0.003
C 0.086 4.160 -0.473 0.023
C 0.088 4.132 -1.867 -0.002
C 0.498 5.210 -2.628 -0.002
C 0.984 6.348 -2.004 0.002
C 1.043 6.384 -0.622 -0.001
C 0.581 5.313 0.125 0.005
H -5.978 3.981 -1.968 0.000
H -4.233 2.889 -3.325 0.001
H -2.079 2.318 -2.324 -0.030
H -3.355 3.937 1.402 0.001
H -5.515 4.529 0.404 0.000
H -2.659 1.285 2.175 -0.005
H -3.452 1.461 4.501 0.000
H -2.504 3.179 6.003 0.000
H -0.738 4.694 5.156 0.000
H 0.051 4.499 2.857 0.001
H -0.236 3.230 -2.371 0.007
H 0.453 5.161 -3.710 0.001
H 1.314 7.193 -2.593 0.000
H 1.451 7.255 -0.123 0.000
H 0.622 5.386 1.201 0.002
O 1.156 -2.428 -2.278 0.053
B -0.063 -1.645 -2.044 0.193
O -1.103 -2.610 -1.675 0.101
C -0.539 -3.826 -1.741 -0.012
C -1.139 -5.057 -1.571 0.004
C -0.349 -6.189 -1.758 0.003
C 0.992 -6.087 -2.075 0.003
C 1.607 -4.846 -2.237 0.001
C 0.822 -3.721 -2.086 0.026
H -2.189 -5.131 -1.329 0.000
H -0.802 -7.166 -1.659 0.001
H 1.574 -6.987 -2.213 0.001
H 2.654 -4.752 -2.481 0.001
```

As for the total charge: -2. Its HOMO energy (spin up / spin down) is -0.794 / -2.935 eV. For the HOMO-LUMO gap (spin up / spin down), the calculation gives 4.60 / 6.47 eV. The calculation puts the LUMO energy (spin up / spin down) at 3.81 / 3.53 eV. Its multiplicity is 4. The total energy is -297840.679 eV.